Entry 1:
62
Properties=species:S:1:pos:R:3 method="wB97M-V/def2-TZVPD" homo_lumo_gap_ev=10.912 charge=+1
C 0.72269 3.03083 3.07977
C 0.73585 3.78948 1.75185
C 0.28474 2.97858 0.53268
O -0.77106 2.04399 0.79629
C -0.42377 0.74944 1.09759
N 0.19803 0.04580 -0.10757
P 1.91684 -0.63694 0.34209
O 2.14160 -1.48634 -0.99751
O 2.77847 0.69311 0.07578
H -0.27544 2.64709 3.31655
H 1.41743 2.18000 3.06124
H 1.04451 3.68129 3.89641
H 1.76550 4.11802 1.55267
H 0.13602 4.70200 1.83093
H 1.13963 2.46300 0.08282
H -0.12566 3.64826 -0.22861
H -1.33506 0.20211 1.33830
H 0.28403 0.64500 1.93080
H 0.14265 0.66635 -0.92302
H -0.36744 -0.77942 -0.34759
H 2.06246 -1.05927 -1.86203
H 3.14259 0.82114 -0.81552
C -0.87507 -0.04940 -3.37819
Cl -0.36498 -1.51567 -2.53281
Cl 0.21881 1.32430 -3.08652
H -0.85817 -0.25628 -4.44198
H -1.87309 0.21702 -3.04762
C 3.53727 3.61855 -1.71575
Cl 3.66299 2.24271 -2.84742
Cl 2.72747 4.99870 -2.44160
H 2.97088 3.29257 -0.85334
H 4.53856 3.90755 -1.42570
C -0.86763 -3.76836 0.92517
Cl -2.10261 -2.50781 1.11790
Cl 0.63308 -3.36728 1.77009
H -1.25122 -4.70599 1.30966
H -0.63702 -3.84265 -0.13268
C -2.02446 -5.84812 4.26137
Cl -1.11561 -6.66396 2.97474
Cl -3.72586 -5.64635 3.84402
H -1.94969 -6.45106 5.15817
H -1.58916 -4.86678 4.41112
C -4.60114 1.81239 1.60842
Cl -4.83086 1.45306 -0.10928
Cl -5.55336 0.75350 2.65106
H -3.55602 1.68003 1.84868
H -4.90472 2.83817 1.78232
C -4.18820 -2.65748 -3.42903
Cl -3.73815 -2.30754 -1.75515
Cl -4.14658 -1.20759 -4.44410
H -3.47713 -3.36990 -3.83071
H -5.19506 -3.05708 -3.44068
C 4.96826 4.65010 2.02424
Cl 4.86212 5.67794 0.58782
Cl 4.60221 2.94994 1.66350
H 5.97717 4.70072 2.41512
H 4.24666 5.00699 2.74936
C 0.74255 -4.97347 -3.95368
Cl 1.34531 -4.43054 -2.37220
Cl 0.50894 -3.65084 -5.10245
H 1.47657 -5.65403 -4.36736
H -0.20771 -5.46954 -3.79843

***

Entry 2:
51
Properties=species:S:1:pos:R:3 method="wB97M-V/def2-TZVPD" homo_lumo_gap_ev=6.758 charge=-1
C 2.05294 -1.21948 1.81408
C 1.37332 -0.66952 0.55097
P -0.31270 -1.48106 0.08966
C -2.10658 -2.09163 -0.36069
C -2.98928 -2.64707 0.75873
C -2.50597 -3.94535 1.39853
O -3.19225 -1.63158 1.76174
C -0.37905 -0.32030 -1.58785
S -1.07763 1.24052 -1.31810
O -0.11443 2.11766 -0.66817
O -1.77395 1.76102 -2.48397
C 0.45113 -2.92404 -1.00205
C 1.93669 -3.21184 -0.91734
F -0.18898 -4.14469 -0.61284
H 3.10842 -1.46098 1.65073
H 2.00891 -0.50071 2.63790
H 1.56203 -2.13605 2.16298
H 2.07810 -0.66681 -0.28516
H 1.10083 0.37778 0.70602
H -0.97017 -0.42295 0.84347
H -0.25461 -2.35208 1.25683
H -2.63810 -1.21245 -0.75071
H -2.09647 -2.83026 -1.17259
H -3.98562 -2.85055 0.34065
H -2.13099 -4.63027 0.63809
H -1.68121 -3.75567 2.08963
H -3.32275 -4.42512 1.94859
H -2.80462 -1.93823 2.58654
H 0.60727 -0.11812 -2.01790
H -1.00938 -0.79000 -2.34634
H -2.02119 0.95439 -0.39022
H 0.16939 -2.77886 -2.05384
H 2.17220 -4.13626 -1.45578
H 2.25237 -3.32614 0.12270
H 2.51291 -2.39860 -1.36345
Cl 1.52125 2.60687 -4.33885
C 1.11909 3.74001 -3.01879
C 2.20495 4.75886 -2.79639
Cl 3.70261 4.04234 -2.13528
H 0.91598 3.14435 -2.13209
H 0.20313 4.25050 -3.31258
H 1.86116 5.49321 -2.06960
H 2.47545 5.26350 -3.72083
Cl -1.13749 1.67793 2.56239
C -0.69751 3.36356 2.89812
C 0.64901 3.69157 2.29846
Cl 1.98333 2.88432 3.17220
H -0.71034 3.52911 3.97327
H -1.45120 3.99301 2.42553
H 0.83662 4.76246 2.36227
H 0.69336 3.36369 1.26131

***

Entry 3:
47
Properties=species:S:1:pos:R:3 method="wB97M-V/def2-TZVPD" smiles=CCOCC[PH3]CC(C)C.ClCCCl.ClCCCl homo_lumo_gap_ev=8.470 charge=0
C -1.69911 4.00228 1.64095
C -1.68988 2.49081 1.56747
O -1.58367 1.95802 2.87512
C -0.80862 0.77423 2.94084
C -1.42431 -0.43753 2.25767
P -0.13590 -1.78769 1.75796
C 1.10781 -3.10169 1.21869
C 1.89126 -2.82368 -0.06648
C 2.91210 -3.93153 -0.32682
C 2.55204 -1.44590 -0.08904
H -2.46326 4.34389 2.34048
H -0.73202 4.37393 1.98515
H -1.91937 4.41931 0.65682
H -0.84396 2.14885 0.96051
H -2.60326 2.13040 1.08020
H 0.18311 0.97647 2.50373
H -0.65021 0.58936 4.00455
H -1.94407 -0.11840 1.34911
H -2.16793 -0.90784 2.90848
H -0.76861 -1.88839 0.47373
H -0.57346 -2.63917 2.80744
H 0.92090 -0.87824 2.07174
H 0.51006 -4.01318 1.07906
H 1.78730 -3.29096 2.06184
H 1.15512 -2.85543 -0.87724
H 2.41677 -4.86935 -0.58814
H 3.58120 -3.67387 -1.15118
H 3.52764 -4.11933 0.55693
H 3.19482 -1.29747 0.78463
H 3.17019 -1.33323 -0.98176
H 1.82153 -0.63396 -0.09528
Cl -0.81288 -4.33720 -2.20930
C -2.11589 -3.20837 -2.67155
C -1.60171 -2.07158 -3.51944
Cl -0.55574 -0.96517 -2.59234
H -2.56805 -2.84020 -1.75410
H -2.84862 -3.78291 -3.23481
H -2.44090 -1.48295 -3.88549
H -1.02277 -2.44076 -4.36185
Cl 0.79752 2.81676 -1.28618
C 1.21113 4.41819 -1.95578
C 0.30240 5.49675 -1.42069
Cl -1.36458 5.32789 -2.03672
H 1.14339 4.34667 -3.03801
H 2.23961 4.62773 -1.66815
H 0.66071 6.47406 -1.73770
H 0.25216 5.46039 -0.33506

***

Entry 4:
56
Properties=species:S:1:pos:R:3 method="wB97M-V/def2-TZVPD" homo_lumo_gap_ev="6.029 / 2.989" charge=+1 multiplicity=5 s2=6.192
Cr -1.43225 -10.99076 7.26986
O -0.03741 -11.43912 5.99136
H 0.74570 -11.76180 5.50439
S -4.08487 -10.81057 6.74687
O -2.92029 -11.08847 5.89551
O -3.28744 -10.69106 7.94913
O -4.72233 -9.60556 6.38068
O -4.98233 -11.93245 6.84066
C 4.56607 -11.77377 4.43374
O 5.45682 -10.90487 4.27129
N 3.73393 -12.29934 3.57080
C 2.74129 -13.26672 3.91235
C 3.89654 -11.98114 2.16881
H 4.40783 -12.29473 5.39070
H 2.31894 -13.24988 4.91706
H 3.10859 -14.28796 3.81121
H 1.87036 -13.25103 3.25710
H 4.76017 -11.36264 1.92444
H 3.74682 -12.87245 1.55949
H 3.01840 -11.49412 1.74480
C -1.86199 -14.19077 8.22715
O -1.76063 -13.09470 7.75647
N -1.32265 -15.26378 7.63373
C -1.60136 -16.62702 7.98352
C -0.57990 -15.15560 6.35688
H -2.21836 -14.41758 9.24390
H -2.12078 -16.72935 8.93632
H -0.61305 -17.08279 8.04347
H -2.19405 -17.05538 7.17523
H -0.30122 -14.14346 6.06357
H 0.36893 -15.69208 6.35601
H -1.12391 -15.57700 5.51155
C -0.41935 -11.48663 2.04146
O -0.12382 -12.18077 1.11159
N -1.20330 -10.37249 1.95300
C -1.51507 -9.51891 3.12806
C -1.87687 -9.86998 0.71500
H -0.07252 -11.63613 3.07565
H -1.20617 -8.47903 3.02158
H -1.09127 -9.94544 4.03721
H -2.58820 -9.46007 3.30981
H -1.57062 -8.90459 0.31209
H -1.72707 -10.58393 -0.09490
H -2.95384 -9.87665 0.88292
C 2.71385 -12.40199 7.78923
O 3.48091 -13.37325 7.95412
N 3.24008 -11.16803 7.79420
C 2.49458 -9.92607 7.58241
C 4.69762 -10.95514 7.96199
H 1.62090 -12.48660 7.68672
H 2.74604 -9.14998 8.30530
H 1.40659 -9.97830 7.54167
H 2.72544 -9.44866 6.63011
H 5.32043 -11.81561 7.71745
H 5.05012 -10.11632 7.36180
H 5.02136 -10.82015 8.99401

***

Entry 5:
53
Properties=species:S:1:pos:R:3 method="wB97M-V/def2-TZVPD" homo_lumo_gap_ev=5.050 charge=0
O 0.06394 -0.07136 -3.39469
H 0.02831 0.18002 -4.32928
Zn 0.52323 -0.30592 -0.30961
N 0.39656 1.47080 0.70900
N 1.87932 0.89336 -1.29338
N -1.01804 -1.11954 0.77937
N 0.00815 -1.99772 -1.30213
O -0.47698 1.74054 1.62778
O -1.50226 -0.60427 1.94319
O 0.63391 -2.44832 -2.45412
O 2.61173 0.49011 -2.24811
C 2.14441 2.10224 -0.69565
C 1.39420 2.36088 0.48117
C -1.27556 -2.42012 0.57739
C -0.71398 -2.91344 -0.65202
C 1.66375 3.45441 1.45232
H 2.02226 3.04639 2.40867
H 0.73498 4.00314 1.63613
H 2.42564 4.13528 1.06077
C 3.17810 2.98382 -1.28392
H 3.00779 3.09136 -2.36563
H 4.18965 2.57144 -1.14978
H 3.15228 3.97557 -0.82671
C -1.97272 -3.27869 1.57853
C -0.93478 -4.29829 -1.15254
H -2.62245 -2.67152 2.22044
H -1.25144 -3.80995 2.22339
H -2.57515 -4.03733 1.06523
H -0.41224 -4.44904 -2.09993
H -2.00672 -4.47696 -1.30027
H -0.58654 -5.04762 -0.42710
H -1.15592 0.37004 1.91039
H 0.63619 -1.60573 -3.01535
C -0.98810 0.61637 -2.66085
H -0.55547 1.44476 -2.08628
H -1.47144 -0.11509 -1.99879
H -1.72987 1.03673 -3.35483
O -3.72384 2.33263 -0.33765
H -3.86618 1.40005 -0.09932
H -2.92897 2.59176 0.16478
C 1.73650 -2.54458 2.20930
P 2.20392 -1.28439 0.97406
C 3.28209 -0.15530 1.91995
C 3.34908 -2.14839 -0.14915
H 1.30864 -3.42623 1.71485
H 0.97895 -2.13117 2.88825
H 2.61747 -2.84965 2.79230
H 4.04845 -0.73784 2.45674
H 3.77415 0.55482 1.23954
H 2.67107 0.41166 2.64036
H 4.26983 -2.41899 0.38827
H 2.85633 -3.04322 -0.55136
H 3.58037 -1.47973 -0.99075

***

Entry 6:
47
Properties=species:S:1:pos:R:3 method="wB97M-V/def2-TZVPD" homo_lumo_gap_ev=9.161 charge=0
C 3.35441 -2.12339 -0.76558
C 3.61576 -0.72699 0.05510
C 2.71728 -0.77228 1.40591
C 0.57201 -0.84656 2.40230
C -1.06573 -1.05435 2.37111
C -1.51745 -2.33406 1.58319
C -1.89628 -1.92496 0.03690
C -1.34735 -1.05571 -2.16492
C -2.30080 0.17134 -2.75382
C -1.72189 1.44933 -2.47924
C -1.60330 2.97444 -0.43025
C -1.03417 3.08838 0.99704
H 5.31177 -2.35041 -0.38633
H 4.32879 -3.85648 -0.38420
H 3.27396 -2.04913 -1.96025
H 2.42455 -2.62708 -0.53884
H 3.41970 0.21393 -0.80510
H 4.72211 -0.71505 0.36536
H 2.64743 -2.06896 1.57042
H 3.17149 -0.14781 2.50735
H 0.83487 0.63197 0.98669
H 0.80095 -0.03406 3.05002
H 0.81063 -1.85978 2.82246
H -1.32246 -0.01341 1.98196
H -1.45604 -0.89548 3.41216
H -0.58135 -2.89767 1.68371
H -2.24346 -3.13970 2.03857
H -2.80095 -1.44712 -0.03877
H -2.05603 -2.73681 -0.74071
H -0.11467 -1.06112 -0.44368
H -0.36847 -0.81808 -2.74840
H -1.84306 -1.94091 -2.53956
H -2.26595 0.04047 -3.95910
H -3.41152 0.28132 -2.44382
H -2.35402 2.18075 -3.09288
H -0.71126 1.72849 -2.97170
H -1.25958 0.97299 -0.46985
H -1.98252 2.67364 1.64855
H -0.95318 4.28683 1.08453
H 0.25569 2.34785 2.37195
H 0.91731 2.81459 0.85454
N 4.35691 -2.91125 -0.05727
N 1.25671 -0.41263 1.17489
N -1.08518 -0.90094 -0.69434
N -1.52468 1.80871 -1.09016
N 0.16797 2.38636 1.33382
O -2.00396 3.95289 -1.13375

***

Entry 7:
25
Properties=species:S:1:pos:R:3 method="wB97M-V/def2-TZVPD" homo_lumo_gap_ev="6.940 / 5.614" charge=+1 multiplicity=4 s2=3.804
Tc 0.56537 0.06110 -0.38161
Cl -1.86026 -6.05079 -2.04701
C -0.85792 -4.72707 -1.67701
C 0.57206 -4.87789 -1.77380
Cl 1.20691 -6.36118 -2.25185
C 1.45433 -3.82200 -1.48611
Cl 3.14883 -3.97977 -1.60197
C 0.90642 -2.62429 -1.10212
O 1.59146 -1.52667 -0.79804
C -0.51827 -2.45826 -1.00289
O -0.90595 -1.29183 -0.64853
C -1.40514 -3.53322 -1.29562
Cl -3.07437 -3.25850 -1.15416
Cl -0.40294 5.74952 3.78355
C -0.21324 4.61710 2.49815
C -0.04819 3.27344 2.79926
C 0.09045 2.42237 1.72708
Cl 0.27680 0.68073 1.97033
C 0.07100 2.81736 0.40394
O 0.19052 1.89314 -0.58464
C -0.08312 4.17172 0.13680
Cl -0.09613 4.71588 -1.49240
C -0.22742 5.06636 1.18457
H -0.02864 2.92395 3.82142
H -0.35255 6.11883 0.97265

***

Entry 8:
54
Properties=species:S:1:pos:R:3 method="wB97M-V/def2-TZVPD" homo_lumo_gap_ev=9.539 charge=+1
C 3.92274 -2.99769 -1.69439
C 3.34842 -1.59020 -1.63980
O 2.74894 -1.13456 -2.84819
C 1.76955 -2.00921 -3.36780
C 0.73334 -1.21571 -4.15073
N 0.42331 0.04340 -3.48796
O 1.11333 1.14437 -3.93015
C -0.45479 0.19361 -2.52965
N -1.20792 -0.81297 -2.06457
C -1.75065 -0.53242 -0.72180
C -1.78064 1.01908 -0.82734
N -0.80457 1.35483 -1.89650
B 0.26095 2.15554 -1.13980
O 1.01118 1.59494 -0.14735
C 0.51863 3.65823 -1.50893
C 1.51386 3.80966 -2.68951
H 4.74635 -3.06928 -2.40291
H 4.32620 -3.22433 -0.70605
H 3.18761 -3.77348 -1.90483
H 2.68494 -1.49331 -0.76903
H 4.18661 -0.91781 -1.45848
H 1.32388 -2.62293 -2.57739
H 2.25040 -2.69757 -4.07042
H 1.13034 -0.96665 -5.13128
H -0.17805 -1.79661 -4.29101
H 2.03144 0.99494 -3.64387
H -0.99533 -1.76060 -2.33027
H -1.04143 -0.95119 -0.00562
H -2.70823 -1.03714 -0.65360
H -2.82253 1.25007 -1.03720
H -1.52981 1.34620 0.18052
H 1.28396 0.69465 -0.36434
H -0.39804 4.18886 -1.77002
H 0.96477 4.14987 -0.64155
H 2.01560 4.77346 -2.64943
H 2.28309 3.03635 -2.67092
H 0.98400 3.74273 -3.63665
C -0.43790 0.86665 3.38938
O -1.79281 0.84198 3.85938
P -2.31654 -0.58039 4.51362
O -2.52270 -1.43786 3.31004
O -3.64948 0.06966 5.10785
C -4.58633 0.68264 4.22464
O -2.24236 -1.64311 5.75695
C -0.93263 -2.04786 6.20858
H -0.19017 1.89474 3.13521
H 0.25846 0.51757 4.15114
H -0.35010 0.24484 2.49505
H -4.57849 0.20682 3.24361
H -4.35976 1.74394 4.12189
H -5.57426 0.57814 4.66610
H -0.35959 -1.19148 6.56518
H -0.39032 -2.54659 5.40180
H -1.06652 -2.74684 7.02842

***

Entry 9:
49
Properties=species:S:1:pos:R:3 method="wB97M-V/def2-TZVPD" homo_lumo_gap_ev=4.169 charge=-1
Ba -10.00489 -4.72038 -7.91922
C -9.73229 -6.41674 -4.57393
C -10.30372 -6.56738 -5.90488
O -11.14611 -5.56979 -6.38835
H -10.40144 -6.06288 -3.78964
H -9.08961 -5.53644 -4.58570
H -9.31462 -7.29655 -4.08444
H -10.93293 -7.45075 -6.01385
H -9.50118 -6.62826 -6.63994
C -11.73218 -5.89510 -11.53403
C -11.10006 -5.89693 -10.21129
O -10.04631 -5.01435 -9.79431
H -12.33402 -4.98766 -11.58355
H -12.48462 -6.67544 -11.64801
H -11.00013 -5.80417 -12.33649
H -10.97605 -6.93689 -9.90929
H -11.85751 -5.80829 -9.43250
C -12.24170 -2.19930 -7.83394
C -12.43200 -3.66272 -8.23274
O -12.06107 -4.54725 -7.30832
H -12.69629 -1.51304 -8.54842
H -11.20756 -1.94724 -8.06874
H -12.39318 -2.03922 -6.76646
H -12.00753 -3.96190 -9.19108
H -13.51263 -3.75752 -8.33929
C -9.57907 -8.15312 -8.66741
O -8.90090 -6.93558 -8.67785
C -7.53653 -6.99745 -8.23319
C -6.98719 -5.57054 -7.83923
N -7.90030 -5.06815 -6.77878
C -7.54322 -3.66787 -6.48865
C -8.56119 -3.05355 -5.54696
O -9.72109 -2.92188 -6.29235
C -10.53702 -1.70717 -5.95907
H -9.23299 -8.70509 -7.79353
H -9.28593 -8.81049 -9.48597
H -10.66077 -8.02226 -8.63757
H -6.81694 -7.41955 -8.93471
H -7.52536 -7.69938 -7.39937
H -6.65956 -4.89023 -8.62532
H -6.01860 -5.55386 -7.33956
H -7.67795 -5.64631 -5.98104
H -7.47834 -3.03972 -7.37709
H -6.58575 -3.69344 -5.96836
H -7.87268 -2.26248 -5.24987
H -8.79792 -3.72127 -4.71858
H -10.14083 -1.11211 -5.13624
H -11.59871 -1.79009 -5.72662
H -10.60384 -1.04033 -6.81869

***

Entry 10:
55
Properties=species:S:1:pos:R:3 method="wB97M-V/def2-TZVPD" homo_lumo_gap_ev="7.802 / 5.516" charge=0 multiplicity=7 s2=12.013
Mn 0.11683 -0.04219 -0.17117
Br 1.48651 -0.80734 -2.34324
S -1.37778 1.42878 2.39152
O -1.08740 2.79331 2.00014
O -0.88502 1.12853 3.72194
O -2.80062 1.21041 2.63699
O -0.82957 0.43951 1.43840
C 4.47237 3.66162 -1.15831
O 3.28246 2.89245 -0.75432
C 3.08786 2.93589 0.64485
C 1.76507 2.28369 0.92953
N 1.84698 0.82203 0.60931
C 2.25185 0.00885 1.78296
C 2.14539 -1.51093 1.52243
O 0.87203 -1.77766 0.92948
C 0.59764 -3.24611 0.87512
H 4.65993 3.47242 -2.21526
H 5.36229 3.45789 -0.56281
H 4.19797 4.71054 -1.04624
H 2.98999 3.96858 0.97962
H 3.87471 2.51611 1.27153
H 1.00910 2.77621 0.31796
H 1.51352 2.48066 1.97166
H 2.61479 0.85076 -0.04623
H 1.66348 0.31678 2.64731
H 3.26171 0.23139 2.12760
H 2.46741 -2.19350 2.30889
H 2.93824 -1.76819 0.82007
H 0.43618 -3.80959 1.79409
H 1.37271 -3.72764 0.27888
H -0.29958 -3.27386 0.25679
C 0.21625 2.54452 -2.12051
O -0.65015 1.62463 -1.32519
C -1.84748 1.28786 -2.01795
C -2.64312 0.21674 -1.34195
N -1.77581 -0.85743 -0.81453
C -2.53787 -1.56161 0.28792
C -3.49036 -2.67644 -0.30689
O -2.67771 -3.70569 -0.94203
C -3.13823 -5.04807 -0.68469
H 1.16972 2.71391 -1.62020
H -0.17597 3.53747 -2.34033
H 0.41034 2.13293 -3.11097
H -1.53284 0.96877 -3.01158
H -2.40854 2.22233 -2.02627
H -3.37478 -0.26824 -1.98813
H -3.29718 0.71559 -0.62679
H -2.01960 -1.61768 -1.43314
H -3.10405 -0.80229 0.82733
H -1.99882 -2.03555 1.10823
H -4.12977 -2.32800 -1.11797
H -4.14348 -3.04267 0.48521
H -4.11842 -5.24899 -1.11708
H -3.25406 -5.19226 0.38951
H -2.48509 -5.80923 -1.11148